Computed, not measured: a cluster of 2 separate species, C25H53BrN2O7P3 in total at a distorted geometry, with ωB97M-V with the def2-TZVPD basis set.

Last column: Mulliken charge in e.
Cartesian coordinates (Å):
C: -4.8289 3.5181 -5.9786  -1.26
C: -3.6060 3.9936 -6.7573  -0.51
C: -2.3422 3.4415 -6.0899  -0.37
C: -1.0980 3.9220 -6.8319  -0.87
C: 0.0424 2.8850 -6.7142  -0.86
C: 0.1411 2.4573 -5.2395  -0.20
C: 1.5646 2.0590 -4.8764  -1.13
C: 1.6019 1.5258 -3.4467  -0.45
C: 3.0026 1.0353 -3.0380  -0.89
C: 2.9869 -0.3916 -2.4298  -0.55
C: 3.5356 -0.4081 -0.9984  -0.53
C: 4.0657 -1.7917 -0.5717  -1.41
C: 3.1132 -2.5351 0.3664  -0.41
C: 3.3856 -2.2452 1.8522  -1.29
C: 2.1687 -1.8486 2.6900  -0.64
C: 1.0877 -2.9327 2.7586  -0.96
C: -0.2781 -2.5066 3.3255  -1.54
C: -0.9785 -1.2591 2.6693  0.50
C: -0.6564 -0.8896 1.2190  -1.38
C: -1.7676 -1.4009 0.2903  -0.06
C: -1.5011 -2.8309 -0.1711  -1.14
Br: -1.7498 -0.2564 -1.3024  -0.16
C: -0.6880 -0.1480 3.7176  -1.74
N: 0.0605 -0.7515 4.8488  -0.23
P: -0.0835 0.2810 6.3768  -1.04
O: 0.5115 -0.3672 7.5331  -0.41
O: -1.5888 0.8031 6.5964  0.04
O: 0.7459 1.5986 5.9817  0.18
C: -0.3523 -2.2160 4.8640  1.98
P: -2.1027 -2.6382 5.3260  0.30
N: -2.5934 -2.2609 6.7779  -0.90
P: 0.7503 -3.4648 5.7543  -0.02
C: 0.1670 -3.6931 7.4733  -0.91
O: 0.4266 -4.9538 5.0672  -0.53
H: -4.7614 3.9281 -4.9751  0.27
H: -4.7673 2.4339 -5.8894  0.31
H: -5.7493 3.8166 -6.4705  0.38
H: -3.6123 3.6288 -7.7846  0.40
H: -3.5285 5.0761 -6.7350  0.31
H: -2.2998 3.7595 -5.0523  0.20
H: -2.4208 2.3520 -6.1049  0.33
H: -1.3317 4.0557 -7.8874  0.46
H: -0.7112 4.8436 -6.4130  0.35
H: -0.1848 2.0284 -7.3465  0.29
H: 0.9952 3.3163 -7.0143  0.40
H: -0.1025 3.3187 -4.6224  0.27
H: -0.5514 1.6503 -5.0247  0.33
H: 2.2121 2.9302 -4.9096  0.37
H: 1.9736 1.2970 -5.5422  0.44
H: 1.3271 2.3484 -2.7908  0.30
H: 0.8562 0.7547 -3.3098  0.12
H: 3.4148 1.7000 -2.2822  0.43
H: 3.6812 1.0621 -3.8841  0.46
H: 3.6254 -1.0217 -3.0436  0.35
H: 1.9819 -0.8022 -2.4712  0.26
H: 2.7453 -0.0581 -0.3355  0.24
H: 4.3729 0.2817 -1.0023  0.49
H: 5.0746 -1.7030 -0.1769  0.49
H: 4.1539 -2.3750 -1.4833  0.52
H: 3.2686 -3.5988 0.1955  0.44
H: 2.0940 -2.3333 0.0476  0.15
H: 4.1052 -1.4314 1.8968  0.61
H: 3.8832 -3.0921 2.3124  0.41
H: 2.5564 -1.7212 3.7063  0.31
H: 1.8106 -0.8699 2.3813  0.60
H: 1.5241 -3.7789 3.2785  0.61
H: 0.9030 -3.2698 1.7436  0.15
H: -0.9369 -3.3539 3.0930  1.05
H: -2.0151 -1.5594 2.6244  0.37
H: -0.6898 0.1912 1.1397  0.63
H: 0.2676 -1.2952 0.8423  -0.09
H: -2.7470 -1.3100 0.7395  0.57
H: -0.8550 -3.3579 0.5287  0.24
H: -0.9937 -2.8493 -1.1246  0.39
H: -2.4116 -3.4141 -0.2363  0.31
H: -0.2221 0.6982 3.2364  0.58
H: -1.6726 0.1513 4.0680  0.49
H: 1.0907 -0.8108 4.7154  0.62
H: -1.9393 0.4007 7.4173  0.32
H: 0.2731 2.3866 6.3189  0.27
H: -2.1483 -4.0554 5.1947  0.11
H: -2.9996 -2.0610 4.3982  0.09
H: -1.8477 -1.7874 7.2781  0.25
H: 0.7893 -4.4690 7.9021  0.41
H: 0.1608 -2.7755 8.0447  0.28
H: -0.8452 -4.0929 7.4552  0.36
H: -0.3611 -4.9300 4.5025  0.37
C: -2.4264 6.0086 -3.0610  0.70
O: -3.5664 5.7988 -3.5501  -0.66
O: -1.3393 5.7565 -3.7024  -0.63
O: -2.2451 6.4730 -1.8772  -0.70

Cartesian forces (eV/Å) of the 3 atoms listed first:
C 0.554 0.171 -0.231
C 0.315 -0.423 0.896
C -0.310 0.536 -0.615

Total energy: -5218.4947 hartree
Highest occupied orbital energy: -0.0366 Eh
Net charge: -1
LUMO level: 0.31 eV
Spin multiplicity: 1